DFT (the ωB97M-V functional and the def2-TZVPD basis) results for one molecule with the formula C2H3N3O at a distorted geometry.

```
9
Properties=species:S:1:pos:R:3
N 1.399 0.611 -0.191
C 0.135 0.220 -0.057
C -0.374 -1.032 -0.129
O -1.711 -0.891 -0.004
N -2.032 0.435 0.060
N -0.912 1.118 0.027
H 1.952 0.058 0.343
H 1.477 1.567 0.189
H 0.064 -2.087 -0.237
```

* HOMO: -9.133 eV
* LUMO energy: 0.831 eV
* relative energy (zero: lowest compared OMol25 entry of this formula, charge and spin): 57.9 kcal per mole
* calculated total energy: -8637.98380 eV
* 2S+1: 1
* orbital gap: 9.96 eV
* SMILES string: Nc1conn1
* total charge: 0

Löwdin population analysis, charges in e, atoms 1 to 5:
1 N 0.1214
2 C -0.4541
3 C -0.0610
4 O -0.0594
5 N 0.0331